{
  "formula": "C11H15N",
  "method": "ωB97M-V with the def2-TZVPD basis set",
  "symbols": ["C", "C", "C", "C", "C", "C", "C", "C", "C", "N", "H", "H", "H", "H", "H", "H", "H", "H", "H", "C", "C", "H", "H", "H", "H", "H", "H"],
  "coordinates": [[-0.2837, -2.5748, -0.8508], [-0.4486, -0.5683, 0.8216], [0.2931, -1.5541, 0.0650], [0.4880, 0.3627, 1.3115], [1.6022, -1.2159, 0.1858], [-2.2164, 0.6661, 1.7843], [-1.2886, 1.5037, 2.4013], [-1.8106, -0.4207, 1.0559], [0.0684, 1.2957, 2.2537], [1.7360, -0.0835, 0.9588], [-3.2655, 0.8403, 1.9871], [-1.6313, 2.2573, 3.0970], [-2.4988, -1.1838, 0.6992], [0.8369, 1.9363, 2.6779], [-0.8575, -3.3684, -0.3789], [0.3907, -2.9776, -1.6084], [2.4271, -1.8028, -0.2000], [2.6009, 0.3951, 1.1335], [-0.9548, -2.0723, -1.5484], [1.3436, 1.5030, -4.0113], [0.0677, 0.9025, -3.4242], [1.9432, 0.7712, -4.5474], [1.1130, 2.3111, -4.7088], [2.0090, 1.9472, -3.2751], [-0.0955, 0.0190, -4.0568], [-0.8940, 1.3970, -3.3733], [0.3306, 0.4722, -2.4577]],
  "atomic_forces_ev_per_a": [[-0.43, 0.18, -0.91], [0.45, -0.38, -0.98], [0.07, 0.22, -0.06], [-0.68, -1.06, 0.98], [-0.14, -0.59, -0.12], [-0.64, 0.01, 0.49], [0.46, 0.02, 0.49], [0.04, -0.22, -0.24], [0.69, 1.00, -0.87], [0.41, 0.20, -0.11], [-0.04, -0.07, -0.07], [-0.04, 0.12, -0.11], [-0.02, 0.29, -0.05], [-0.35, 0.07, 0.37], [0.12, -0.12, 0.13], [0.60, -0.33, 0.66], [0.14, 0.51, 0.02], [-0.06, -0.04, 0.06], [-0.57, 0.24, 0.26], [-0.22, 1.29, -0.20], [0.90, -2.06, -0.30], [-0.15, -0.17, -0.01], [0.07, -0.08, -0.15], [-0.09, 0.05, 0.27], [-0.45, 0.03, 0.19], [0.31, 0.79, -0.01], [-0.38, 0.11, 0.27]],
  "mulliken_charge": [-1.392, 0.935, 0.586, -0.259, -0.858, -0.481, -0.422, -0.465, -0.680, -0.051, 0.362, 0.366, 0.394, 0.317, 0.336, 0.379, 0.408, 0.185, 0.333, -0.939, -0.493, 0.281, 0.291, 0.275, 0.249, 0.391, -0.048],
  "homo_ev": -7.840,
  "e_lumo_ev": 0.874,
  "total_charge": 0,
  "homo_lumo_gap_ev": 8.714
}



{
  "formula": "C11H15N",
  "method": "ωB97M-V with the def2-TZVPD basis set",
  "symbols": ["C", "C", "C", "C", "C", "C", "C", "C", "C", "N", "H", "H", "H", "H", "H", "H", "H", "H", "H", "C", "C", "H", "H", "H", "H", "H", "H"],
  "coordinates": [[-1.3831, -1.4846, 0.8036], [1.0148, -0.5590, 0.5475], [0.0723, -1.4097, 1.2065], [2.4171, -1.2408, 0.7705], [0.8546, -2.3506, 1.9342], [0.9811, 0.7591, 0.0508], [2.1984, 1.1304, -0.5525], [3.4036, 0.4302, -0.6780], [3.4017, -0.8925, -0.0944], [2.1694, -2.3448, 1.5545], [0.0794, 1.3387, 0.0122], [2.1138, 2.1689, -0.9348], [4.3097, 0.7681, -1.1395], [-1.8920, -2.4308, 0.9190], [-1.5514, -1.1821, -0.1898], [0.4970, -3.2162, 2.5233], [2.9295, -3.0218, 1.8477], [4.2007, -1.5554, -0.0414], [-2.1216, -0.8170, 1.3928], [-2.8683, 2.5472, -0.7674], [-3.0453, 1.4186, -1.7837], [-3.1945, 2.2539, 0.2435], [-1.7850, 2.8241, -0.7227], [-3.5104, 3.4681, -0.7655], [-2.8511, 1.7290, -2.7959], [-4.1320, 1.1502, -1.7721], [-2.3085, 0.5188, -1.5683]],
  "atomic_forces_ev_per_a": [[-1.57, 1.24, 2.90], [2.67, -0.60, 1.90], [1.19, -1.53, 0.71], [-5.19, 1.34, -1.54], [-2.22, -0.66, -1.37], [1.86, -2.93, -0.66], [-0.37, 2.80, -0.56], [-1.74, -2.58, 1.29], [0.39, 2.36, 0.59], [1.90, -0.07, 0.44], [-0.12, 0.27, -0.09], [0.66, -0.64, -0.01], [-0.08, 0.41, -0.37], [0.50, -0.68, 0.06], [0.27, 0.35, -1.40], [0.18, 0.79, -0.40], [-1.74, 1.32, -0.39], [2.02, -0.66, -0.53], [1.37, -0.53, -0.57], [0.54, 0.64, 1.24], [-0.31, -0.96, 0.71], [0.64, -0.69, -0.14], [-0.96, 0.14, 0.15], [0.63, -0.62, -1.33], [0.27, 0.27, -0.39], [1.01, -0.50, 0.00], [-1.81, 1.74, -0.25]],
  "mulliken_charge": [-1.153, 0.556, 0.542, -0.197, -0.615, -0.725, -0.081, -0.609, -0.669, -0.078, 0.431, 0.274, 0.398, 0.377, 0.239, 0.389, 0.274, 0.381, 0.239, -0.802, -0.575, 0.249, 0.192, 0.338, 0.310, 0.253, 0.060],
  "homo_ev": -7.483,
  "e_lumo_ev": 0.885,
  "total_charge": 0,
  "homo_lumo_gap_ev": 8.368
}



{
  "formula": "C11H15N",
  "method": "ωB97M-V with the def2-TZVPD basis set",
  "symbols": ["C", "C", "H", "H", "H", "H", "H", "H", "C", "C", "C", "C", "C", "C", "C", "C", "C", "N", "H", "H", "H", "H", "H", "H", "H", "H", "H"],
  "coordinates": [[2.6842, -2.7242, 0.2161], [1.4727, -3.1106, -0.6284], [2.8096, -1.6513, 0.2420], [2.5290, -3.0782, 1.2353], [3.6065, -3.1333, -0.1925], [0.5149, -2.9115, -0.1401], [1.3919, -2.5935, -1.5894], [1.5436, -4.1710, -0.8749], [-1.1145, 3.1837, -1.7932], [-0.1457, 0.7878, 0.8488], [-1.1129, 1.2776, -0.0475], [-0.4844, 2.2823, -0.8092], [0.8527, 2.3712, -0.3418], [-0.3963, -0.2150, 1.7588], [-1.6910, -0.7116, 1.7532], [-2.6919, -0.3473, 0.8125], [-2.3981, 0.6881, -0.0409], [1.0672, 1.4515, 0.5926], [0.4040, -0.6579, 2.3401], [-2.0351, -1.4132, 2.5019], [1.9316, 1.2385, 1.0754], [-3.5172, -1.0305, 0.6959], [1.6811, 2.9626, -0.7107], [-3.1754, 1.1983, -0.6068], [-1.0491, 4.2322, -1.4982], [-2.1355, 2.9490, -2.0784], [-0.5420, 3.1263, -2.7208]],
  "atomic_forces_ev_per_a": [[-0.48, 0.00, -0.17], [-0.09, -0.15, -0.47], [0.07, 0.46, 0.13], [0.29, -0.05, 0.02], [-0.03, -0.10, 0.10], [0.13, -0.17, 0.23], [0.38, 0.08, 0.07], [-0.31, -0.01, 0.11], [0.51, 0.10, -0.85], [0.26, -0.86, 0.15], [0.37, -0.14, 0.56], [-1.27, 0.44, 0.35], [1.02, -0.53, -0.09], [0.46, 0.40, -0.49], [-1.37, -0.55, -0.21], [1.85, -0.32, 0.29], [-0.71, 1.10, -0.39], [-0.47, 0.11, 0.12], [-0.24, 0.18, 0.33], [0.48, -0.31, 0.00], [-0.03, 0.26, -0.18], [-0.63, 0.60, 0.27], [-0.25, 0.16, 0.01], [0.08, -0.57, -0.37], [-0.06, -0.02, 0.21], [-0.08, -0.17, 0.40], [0.09, 0.06, -0.16]],
  "mulliken_charge": [-0.723, -0.805, 0.138, 0.251, 0.344, 0.214, 0.272, 0.319, -1.322, 0.259, 0.759, 0.692, -0.467, -0.725, -0.371, -0.798, -0.360, 0.060, 0.406, 0.392, 0.241, 0.420, 0.429, 0.329, 0.343, 0.345, 0.360],
  "multiplicity": 2,
  "homo_ev": [-12.963, -13.485],
  "e_lumo_ev": [-3.689, -6.887],
  "total_charge": 1,
  "homo_lumo_gap_ev": [9.274, 6.597]
}



{
  "formula": "C11H15N",
  "method": "ωB97M-V with the def2-TZVPD basis set",
  "symbols": ["C", "C", "C", "C", "C", "C", "C", "C", "C", "N", "H", "H", "H", "H", "H", "H", "H", "H", "H", "C", "C", "H", "H", "H", "H", "H", "H"],
  "coordinates": [[2.3322, -0.2560, -1.9126], [0.5824, 1.1475, 1.0497], [1.3588, 0.1325, 0.4633], [1.6112, 0.5170, -0.8904], [0.9838, 1.7733, -1.0537], [0.1076, 1.0562, 2.3186], [0.4065, -0.1274, 3.0310], [1.8053, -0.9375, 1.2394], [1.2512, -1.0849, 2.5118], [0.3560, 2.1186, 0.0581], [0.0657, 3.0733, 0.2182], [-0.3042, 1.9149, 2.8378], [0.9364, 2.4017, -1.9207], [0.0811, -0.2315, 4.0580], [2.4482, -1.6812, 0.7869], [3.0835, -0.9119, -1.4803], [2.8455, 0.3734, -2.6488], [1.3781, -2.0439, 3.0164], [1.6597, -0.9499, -2.4263], [-3.3653, -0.9992, -1.7165], [-2.4297, -0.5729, -0.5782], [-2.9523, -0.6619, -2.6579], [-3.3761, -2.0870, -1.7712], [-4.3750, -0.6727, -1.5031], [-2.9426, -0.6597, 0.3763], [-2.0971, 0.4513, -0.7852], [-1.4508, -1.0820, -0.6203]],
  "atomic_forces_ev_per_a": [[0.47, -0.18, -0.36], [-0.35, -0.36, -0.14], [0.50, 0.54, -0.54], [0.15, -0.56, 0.59], [-0.36, -0.06, -0.06], [0.43, 0.41, 0.81], [0.38, 0.57, 0.25], [-0.78, -0.35, -0.30], [0.01, -1.05, -0.53], [0.58, 0.60, 0.07], [-0.41, -0.13, 0.13], [-0.51, -0.24, -0.17], [0.13, 0.13, -0.27], [-0.26, 0.00, -0.11], [0.05, -0.07, 0.23], [0.11, 0.07, 0.27], [-0.33, -0.09, 0.08], [0.30, 0.52, 0.18], [-0.17, 0.23, -0.15], [0.83, -0.77, 0.63], [0.60, 0.46, -0.92], [-0.39, 0.28, -0.32], [-0.20, -0.09, -0.01], [-0.13, 0.28, -0.41], [0.44, 0.04, 0.19], [-0.51, 0.30, 0.50], [-0.57, -0.47, 0.35]],
  "mulliken_charge": [-1.308, -0.137, 0.954, 0.801, -0.555, -0.680, -0.534, -0.378, -0.649, 0.080, 0.278, 0.418, 0.455, 0.429, 0.359, 0.366, 0.380, 0.395, 0.310, -1.032, -0.522, 0.305, 0.292, 0.312, 0.332, 0.140, 0.188],
  "multiplicity": 2,
  "homo_ev": [-13.011, -13.562],
  "e_lumo_ev": [-3.722, -6.938],
  "total_charge": 1,
  "homo_lumo_gap_ev": [9.289, 6.624]
}